Record 1
Formula: C47H34I2N2O2PS2Sn
Source: the Open Molecules 2025 dataset
Level of theory: ωB97M-V with the def2-TZVPD basis set

Values from the calculation:
net charge	+1
E_HOMO	-9.9428	eV
Kohn-Sham gap	7.67	eV

CARTESIAN COORDINATES (ANGSTROEM)
Sn -1.2479 0.3582 0.5659
I 2.3201 -0.8053 1.0022
C 2.5355 -2.8894 0.8541
C 3.5867 -3.3904 1.5706
C 3.7580 -4.7822 1.7314
C 2.8362 -5.6395 1.2164
C 1.7434 -5.1573 0.4533
C 0.8048 -6.0718 -0.0898
C -0.2200 -5.6395 -0.8746
C -0.3201 -4.2712 -1.1953
C 0.5798 -3.3797 -0.6969
C 1.6060 -3.7613 0.2127
H 4.2786 -2.7132 2.0527
H 4.6053 -5.1515 2.2941
H 2.9273 -6.7082 1.3683
H 0.9266 -7.1250 0.1309
H -0.9399 -6.3380 -1.2800
H -1.0886 -3.9178 -1.8717
C -0.2794 -2.8541 2.8363
C -1.6210 -2.9083 2.1798
N -2.2341 -1.8820 1.6582
C -3.4700 -2.2269 1.1507
C -3.7944 -3.5363 1.2897
S -2.5273 -4.3650 2.0760
C -4.2874 -1.1779 0.5301
C -5.5837 -1.2786 0.1428
S -6.1001 0.1871 -0.5607
C -4.5592 0.8723 -0.3014
N -3.7179 0.0539 0.2698
C -4.2148 2.2682 -0.6960
H 0.0759 -1.8262 2.8552
H 0.4464 -3.4667 2.2981
H -0.3374 -3.2229 3.8612
H -4.6908 -4.0460 0.9749
H -6.2469 -2.1225 0.2400
H -5.0498 2.7664 -1.1837
H -3.3641 2.2649 -1.3802
H -3.9442 2.8364 0.1953
C -1.0785 6.5602 -2.7857
C 0.2316 6.1265 -2.6569
C 0.5367 5.0431 -1.8418
C -0.4728 4.3804 -1.1490
C -1.7856 4.8353 -1.2736
C -2.0891 5.9179 -2.0821
P -0.1567 2.9578 -0.0406
C 1.6164 2.6139 -0.2601
C 2.0159 2.0903 -1.4929
C 3.3488 1.8011 -1.7284
C 4.2930 2.0093 -0.7285
C 3.8998 2.5080 0.5036
C 2.5629 2.8109 0.7418
C -0.3268 3.6729 1.6179
C 0.0872 4.9569 1.8673
C -0.0463 5.5279 3.1458
C -0.6009 4.7936 4.1517
C -1.0430 3.4667 3.9338
C -1.6118 2.7263 5.0005
C -2.0446 1.4537 4.8030
C -1.9303 0.8657 3.5223
C -1.3845 1.5251 2.4446
C -0.9179 2.8735 2.6464
H -1.3124 7.3982 -3.4292
H 1.0264 6.6353 -3.1874
H 1.5661 4.7236 -1.7475
H -2.5712 4.3582 -0.7050
H -3.1121 6.2636 -2.1625
H 1.2801 1.9131 -2.2677
H 3.6528 1.4086 -2.6909
H 5.3339 1.7723 -0.9082
H 4.6329 2.6700 1.2836
H 2.2638 3.2097 1.7035
H 0.5204 5.5461 1.0670
H 0.2851 6.5430 3.3213
H -0.7195 5.2204 5.1410
H -1.6948 3.1971 5.9733
H -2.4776 0.8885 5.6188
H -2.2978 -0.1430 3.4002
I 4.0691 -5.1484 -6.4175
C 2.9515 -4.0034 -5.0859
C 3.3936 -3.8476 -3.7784
C 2.6294 -3.1160 -2.8837
C 1.4391 -2.5293 -3.2993
C 1.0273 -2.6568 -4.6197
C 1.7744 -3.4054 -5.5153
C 0.6091 -1.6825 -2.3945
O 0.0705 -0.6716 -2.7420
O 0.4896 -2.0555 -1.0862
H 4.3267 -4.2916 -3.4591
H 2.9826 -2.9869 -1.8677
H 0.1177 -2.1657 -4.9400
H 1.4486 -3.5134 -6.5407

=====

Record 2
Formula: C2H3N3O
Source: the Open Molecules 2025 dataset
Level of theory: ωB97M-V with the def2-TZVPD basis set

Values from the calculation:
net charge	0
E_HOMO	-9.4120	eV
SMILES	Oc1nc[nH]n1
Kohn-Sham gap	10.31	eV
relative energy (zero: lowest compared OMol25 entry of this formula, charge and spin)	6.91	kcal per mole

CARTESIAN COORDINATES (ANGSTROEM)
O 2.1943 0.3606 -0.0811
C 0.8662 0.2094 -0.0305
N 0.2549 -0.9124 -0.4901
C -1.0088 -0.6738 -0.2040
N -1.1291 0.5281 0.3731
N 0.0836 1.1252 0.4972
H 2.5401 -0.4557 -0.4683
H -1.8380 -1.3441 -0.3824
H -1.9488 0.9864 0.7369

=====

Record 3
Formula: C4H7NO3
Source: the Open Molecules 2025 dataset
Level of theory: ωB97M-V with the def2-TZVPD basis set

Values from the calculation:
net charge	0
E_HOMO	-8.4210	eV
SMILES	CCOC1=NOCO1
Kohn-Sham gap	9.36	eV
relative energy (zero: lowest compared OMol25 entry of this formula, charge and spin)	115.10	kcal per mole

CARTESIAN COORDINATES (ANGSTROEM)
C -1.1853 -0.6553 -1.9662
C -1.6118 0.2691 -0.7556
O -0.2928 0.8861 -0.4050
C 0.5032 0.3844 0.4102
N 0.3900 -0.8460 0.7135
O 1.4566 -0.9758 1.6487
C 2.0401 0.3677 1.9646
O 1.3931 1.1858 1.0200
H -0.6923 -0.1265 -2.7871
H -2.1452 -0.9912 -2.3766
H -0.5301 -1.3839 -1.6531
H -1.8981 -0.2930 0.1119
H -2.3350 1.2087 -1.0063
H 3.1764 0.4407 1.9643
H 1.7313 0.5291 3.1167

=====

Record 4
Formula: C4H13N2O
Source: the Open Molecules 2025 dataset
Level of theory: ωB97M-V with the def2-TZVPD basis set

Values from the calculation:
net charge	+1
E_HOMO	-12.2282	eV
Kohn-Sham gap	7.21	eV
relative energy (zero: lowest compared OMol25 entry of this formula, charge and spin)	73.82	kcal per mole

CARTESIAN COORDINATES (ANGSTROEM)
C -0.7225 1.4278 0.3241
C -2.8288 2.6032 -0.0731
N -1.5718 2.4956 -0.2145
H -0.0929 1.8715 1.1238
H -0.0755 1.1008 -0.5074
H -1.3932 0.5580 0.6290
H -3.3263 1.8258 0.5079
H -3.3384 3.4121 -0.5577
H -1.0629 3.2228 -0.7538
C 1.3047 -1.7002 0.7396
O 0.9346 -0.4875 1.4606
C 1.1247 -1.4390 -0.7357
N 1.5056 -2.6583 -1.4928
H 2.3931 -1.9940 0.9410
H 0.6169 -2.5257 1.0201
H 1.2192 -0.6463 2.4121
H 0.0336 -1.2028 -0.8697
H 1.7187 -0.5471 -1.0234
H 2.2603 -2.3441 -2.1914
H 0.7654 -3.0433 -1.9941

=====

Record 5
Formula: C6H18NO
Source: the Open Molecules 2025 dataset
Level of theory: ωB97M-V with the def2-TZVPD basis set

Values from the calculation:
net charge	+1
E_HOMO	-14.6835	eV
Kohn-Sham gap	11.62	eV
relative energy (zero: lowest compared OMol25 entry of this formula, charge and spin)	12.78	kcal per mole

CARTESIAN COORDINATES (ANGSTROEM)
C 0.1165 -0.1467 -2.1477
C -0.2771 -0.9740 -0.9559
C -0.9754 -0.1704 0.1872
C -1.2285 -1.0748 1.4284
C -0.4104 1.1712 0.5988
C -1.5336 2.1961 0.9620
N 0.9772 -1.6105 -0.3502
H 0.8046 -0.6250 -2.8506
H 0.6500 0.7386 -1.7897
H -0.7591 0.1761 -2.7142
H -0.9116 -1.8420 -1.1662
H -1.9772 0.0652 -0.2114
H -2.2930 -1.3198 1.3971
H -1.1311 -0.5581 2.3808
H -0.7413 -2.0422 1.5040
H 0.1830 1.6365 -0.1971
H 0.3238 1.1194 1.4035
H -1.6302 2.1201 2.0412
H -2.4222 2.0727 0.3594
H -1.1356 3.1852 0.7227
H 1.6184 -0.8942 0.0470
H 1.5701 -2.2280 -0.9007
H 0.8396 -2.1529 0.5061
H 3.6685 0.5926 0.6594
H 3.4834 0.4314 -0.8942
O 3.1912 0.1335 -0.0195

=====

Record 6
Formula: C4H3N3O
Source: the Open Molecules 2025 dataset
Level of theory: ωB97M-V with the def2-TZVPD basis set

Values from the calculation:
net charge	0
E_HOMO	-10.6490	eV
SMILES	O=C/N=C1\C=NC=N1
Kohn-Sham gap	8.99	eV
relative energy (zero: lowest compared OMol25 entry of this formula, charge and spin)	47.87	kcal per mole

CARTESIAN COORDINATES (ANGSTROEM)
O -2.6210 0.3724 0.8750
C -2.2013 -0.1430 -0.2451
N -1.1251 -1.0730 -0.1581
C 0.0766 -0.6096 -0.0816
C 0.4499 0.8718 -0.2245
N 1.6694 1.0433 0.0238
C 2.1016 -0.2805 0.3791
N 1.2815 -1.2609 0.2755
H -2.5766 -0.1756 -1.3439
H -0.2131 1.7217 -0.4044
H 3.1582 -0.4666 0.9042

=====

Q: Which value of Kohn-Sham gap does entry 5 give?
A: 11.62 eV

=====

Q: What is the net charge in the sixth record?
A: 0

=====

Q: What is the net charge in the fourth record?
A: +1